1.
# C27H38N4O6

The molecule C27H38N4O6 in a non-equilibrium geometry (ωB97M-V/def2-TZVPD, the OMol25 dataset).

Structure (SMILES): CCC(C)(C)NC(=O)[C@@H](c1ccc(OC)cc1)N(C[C@H]1CCCO1)C(=O)CCC(=O)Nc1cc(C)on1
Total energy (eV): -46861.8512
HOMO (eV): -8.319
LUMO energy (eV): 0.63

The geometry in ORCA input format:
```
! RIJCOSX wB97M-V def2-TZVPD def2/J DEFGRID3
* xyz 0 1
C 3.85 1.09 3.36
H 3.88 0.99 4.44
C 2.85 2.16 2.97
H 3.18 3.13 3.35
H 1.88 1.94 3.43
C 2.62 2.29 1.45
N 2.15 1.00 0.92
C 1.02 0.38 1.29
O 0.20 0.81 2.07
C 0.88 -1.03 0.64
N 1.33 -1.04 -0.74
C 0.87 -0.21 -1.71
O 1.27 -0.29 -2.85
C -0.16 0.83 -1.30
H -0.76 0.48 -0.46
C -1.06 1.17 -2.50
C -2.42 1.65 -2.03
O -2.81 2.79 -2.12
N -3.18 0.63 -1.50
C -4.46 0.75 -1.01
N -5.13 -0.32 -0.66
O -6.34 0.10 -0.23
C -6.41 1.44 -0.32
C -5.24 1.92 -0.81
H -4.95 2.93 -1.02
C -7.66 2.11 0.11
H -7.58 3.18 -0.07
H -7.83 1.94 1.18
H -8.51 1.71 -0.43
H -2.80 -0.30 -1.45
H -1.19 0.28 -3.12
H -0.61 1.94 -3.12
H 0.36 1.73 -0.98
C 2.27 -2.08 -1.12
H 2.27 -2.10 -2.21
H 1.92 -3.05 -0.74
C 3.70 -1.80 -0.61
C 4.73 -2.59 -1.42
H 4.36 -3.56 -1.72
C 5.01 -1.65 -2.61
H 6.07 -1.62 -2.85
C 4.49 -0.28 -2.13
H 3.65 0.05 -2.75
H 5.26 0.49 -2.13
O 4.06 -0.45 -0.79
H 4.47 -1.98 -3.50
H 5.63 -2.73 -0.82
H 3.76 -2.00 0.47
C -0.50 -1.61 0.84
C -1.00 -1.74 2.14
C -2.26 -2.23 2.36
C -3.08 -2.62 1.29
C -2.58 -2.51 0.00
C -1.31 -2.02 -0.21
H -0.93 -1.97 -1.23
H -3.18 -2.81 -0.85
O -4.31 -3.09 1.62
C -5.21 -3.39 0.58
H -4.85 -4.23 -0.02
H -5.39 -2.52 -0.05
H -6.14 -3.68 1.08
H -2.65 -2.33 3.36
H -0.38 -1.45 2.97
H 1.59 -1.65 1.21
H 2.78 0.54 0.28
C 3.91 2.63 0.71
H 4.35 3.53 1.12
H 3.70 2.79 -0.35
H 4.63 1.81 0.78
C 1.57 3.37 1.19
H 1.42 3.51 0.12
H 1.90 4.32 1.61
H 0.62 3.10 1.64
H 4.85 1.33 3.02
H 3.56 0.12 2.94
*
```

2.
# C27H39Br2I2N6O13

A structure of composition C27H39Br2I2N6O13 in a non-equilibrium geometry (ωB97M-V/def2-TZVPD, the OMol25 dataset).

ΔE to the lowest compared entry with this formula, charge and spin (kcal per mole): 59.0
Total energy (eV): -220450.2313
HOMO (eV): -12.388
LUMO energy (eV): -5.19

The geometry in ORCA input format:
```
! RIJCOSX wB97M-V def2-TZVPD def2/J DEFGRID3
* xyz 1 1
C -3.62 -2.29 -1.91
C -3.26 -1.14 -2.18
O -2.81 0.16 -2.16
C -1.46 0.23 -2.60
O -1.26 0.40 -3.76
C -0.37 0.07 -1.50
C 0.44 -1.18 -1.33
C 0.17 -2.33 -2.35
C 0.56 -1.98 -3.86
C -0.63 -2.54 -4.77
I 2.30 -3.25 -4.32
C 1.46 -1.27 -0.24
C 2.21 -2.63 -0.21
C 1.35 -3.78 0.52
C 1.26 -5.12 -0.32
C 1.62 -6.43 0.48
O 0.73 -6.63 1.60
C -0.51 -7.09 1.18
O -1.49 -6.80 1.81
N 1.68 -0.21 0.65
C 2.73 -0.31 1.70
Br 2.33 -1.78 2.99
C 4.22 -0.38 1.04
C 5.00 0.98 1.33
Br 5.27 -1.77 2.03
C 0.95 0.97 0.51
C 1.12 2.24 1.41
C -0.05 2.27 2.49
C -0.75 3.71 2.43
I 0.55 1.76 4.50
C -0.09 1.13 -0.53
O -0.84 2.32 -0.64
C -2.07 2.08 -0.06
N -3.01 1.67 0.48
H -3.73 -3.35 -1.58
H 0.61 -3.31 -2.08
H -0.96 -2.48 -2.34
H 0.77 -0.91 -4.04
H -0.45 -2.36 -5.86
H -0.64 -3.67 -4.64
H -1.63 -2.19 -4.40
H 3.20 -2.62 0.30
H 2.40 -3.01 -1.26
H 0.34 -3.41 0.85
H 1.89 -4.03 1.48
H 1.85 -5.06 -1.29
H 0.18 -5.23 -0.65
H 1.44 -7.30 -0.23
H 2.71 -6.41 0.76
H -0.64 -7.72 0.24
H 2.77 0.59 2.37
H 4.19 -0.59 -0.06
H 4.50 1.87 0.87
H 6.09 0.90 1.05
H 5.00 1.13 2.45
H 0.95 3.13 0.74
H 2.15 2.37 1.83
H -0.81 1.50 2.15
H -1.76 3.72 2.92
H -0.07 4.47 2.90
H -0.88 4.02 1.35
C -5.05 4.56 -1.31
N -4.72 5.87 -0.69
O -5.56 6.74 -0.76
O -3.63 5.97 -0.16
H -6.04 4.61 -1.75
H -4.30 4.36 -2.08
H -5.01 3.81 -0.53
C -6.16 -0.16 -0.21
N -7.47 0.49 -0.47
O -7.60 1.65 -0.12
O -8.33 -0.18 -1.02
H -5.51 0.55 0.28
H -6.35 -1.02 0.43
H -5.74 -0.48 -1.16
C 3.18 3.74 7.37
N 4.17 4.20 6.35
O 3.94 5.26 5.79
O 5.13 3.48 6.15
H 2.39 4.47 7.44
H 2.80 2.78 7.03
H 3.71 3.64 8.32
C 1.62 1.92 -4.47
N 2.14 2.26 -3.11
O 3.25 1.87 -2.82
O 1.40 2.90 -2.39
H 2.38 1.35 -5.00
H 0.72 1.34 -4.35
H 1.42 2.86 -4.98
*
```

3.
# C27H39HfN2O5

A structure of composition C27H39HfN2O5 in a non-equilibrium geometry (ωB97M-V/def2-TZVPD, the OMol25 dataset).

ΔE to the lowest compared entry with this formula, charge and spin (kcal per mole): 0.0
Total energy (eV): -43150.0457
HOMO (eV): -12.267
LUMO energy (eV): -3.35

The geometry in ORCA input format:
```
! RIJCOSX wB97M-V def2-TZVPD def2/J DEFGRID3
* xyz 1 1
O -0.69 -0.89 -3.39
C -0.82 0.41 -4.23
C -0.61 -0.31 -5.55
H 0.02 1.12 -3.99
H -1.76 0.94 -4.00
C -0.56 -1.57 -4.68
H 0.35 -0.13 -6.05
H -1.46 -0.30 -6.25
C 0.77 -2.28 -4.85
H 1.60 -1.66 -4.49
H 0.96 -2.52 -5.92
H 0.76 -3.23 -4.30
C -1.79 -2.41 -4.98
H -2.68 -1.87 -4.64
H -1.71 -3.35 -4.42
H -1.89 -2.64 -6.06
Hf -0.75 -0.93 0.61
C -3.08 -0.76 1.23
C -2.81 0.62 1.42
C -2.35 1.16 0.22
H -2.99 1.28 2.28
C -2.46 0.15 -0.80
C -2.92 -1.06 -0.16
H -3.24 -1.95 -0.68
H -3.49 -1.43 1.99
H -2.14 2.24 0.14
H -2.54 0.33 -1.87
C 0.35 -2.95 1.38
C -0.76 -3.23 0.50
C -0.42 -2.74 -0.81
H -1.61 -3.87 0.76
C 0.87 -2.07 -0.72
C 1.35 -2.27 0.62
H 2.36 -2.05 0.97
H 0.48 -3.33 2.39
H -0.91 -2.98 -1.75
H 1.48 -1.75 -1.56
O 0.85 1.23 -0.83
C 0.17 1.54 -2.02
C -0.58 2.82 -1.78
H -0.43 0.67 -2.26
H 1.00 1.69 -2.70
C 0.64 3.57 -1.17
H -1.44 2.69 -1.13
H -1.04 3.21 -2.70
C 1.15 2.51 -0.21
H 0.43 4.54 -0.75
H 1.39 3.68 -1.97
H 0.64 2.54 0.76
H 2.23 2.44 -0.08
C 2.89 2.09 2.35
C 1.68 2.26 3.25
C 1.03 0.97 3.80
C 1.98 0.04 4.62
C 2.94 -0.84 3.85
C -0.25 1.28 4.64
O -0.75 2.36 4.86
N -0.77 0.05 5.10
C -1.40 -0.64 4.06
O -2.47 -1.21 4.17
N -0.70 -0.53 2.86
C 0.39 0.22 2.73
O 0.79 0.27 1.49
H 3.79 1.71 2.85
H 3.16 3.07 1.94
H 2.69 1.40 1.52
H 1.99 2.89 4.09
H 0.87 2.83 2.77
H 2.56 0.67 5.30
H 1.35 -0.58 5.27
H 3.52 -0.30 3.09
H 3.67 -1.21 4.58
H 2.47 -1.71 3.39
H -1.38 0.07 5.90
*
```

4.
# C27H39IrN4O2Si4

A structure of composition C27H39IrN4O2Si4 (ωB97M-V/def2-TZVPD, the OMol25 dataset).

ΔE to the lowest compared entry with this formula, charge and spin (kcal per mole): 0.0
Total energy (eV): -73033.8320
<S²>: 0.78
HOMO (spin up / spin down) (eV): -10.652 / -10.689
LUMO energy (spin up / spin down) (eV): -4.05 / -5.32

The geometry in ORCA input format:
```
! RIJCOSX wB97M-V def2-TZVPD def2/J DEFGRID3
* xyz 1 2
Ir 0.19 -0.24 1.31
O -3.68 -1.02 0.79
C -2.67 -0.48 1.14
N -1.54 -1.13 1.74
C -1.72 -1.61 3.00
C -2.94 -2.16 3.48
C -2.98 -2.62 4.76
C -1.85 -2.56 5.62
C -0.67 -2.02 5.19
C -0.59 -1.51 3.88
N 0.47 -0.91 3.29
C 1.69 -0.66 3.85
O 1.97 -0.59 5.03
C 2.74 -0.57 2.77
C 4.06 -0.76 3.10
C 4.99 -0.95 2.08
C 4.55 -0.95 0.77
C 3.22 -0.68 0.51
N 2.32 -0.48 1.48
C -2.42 0.99 1.20
C -3.41 1.95 1.24
C -3.05 3.26 1.52
C -1.71 3.55 1.75
C -0.77 2.54 1.67
N -1.12 1.28 1.41
H -3.79 -2.24 2.82
H -3.90 -3.06 5.14
H -1.94 -2.94 6.62
H 0.19 -1.94 5.84
H 4.33 -0.80 4.15
H 6.03 -1.13 2.32
H 5.23 -1.12 -0.05
H 2.84 -0.60 -0.50
H -4.43 1.65 1.07
H -3.79 4.04 1.57
H -1.39 4.56 1.98
H 0.28 2.72 1.83
C -3.10 -0.36 -2.37
Si -1.68 0.88 -2.40
C -1.28 1.12 -4.24
C -2.34 2.55 -1.77
Si 0.21 0.11 -1.15
Si 1.74 1.79 -1.90
C 0.99 3.47 -1.45
C 3.51 1.89 -1.22
C 2.00 1.67 -3.77
Si 0.42 -2.12 -2.02
C -0.94 -3.16 -1.24
C 2.05 -2.99 -1.57
C 0.30 -2.13 -3.90
H -4.02 0.15 -2.67
H -3.29 -0.83 -1.40
H -2.93 -1.16 -3.10
H -2.21 0.93 -4.78
H -0.53 0.45 -4.63
H -0.98 2.14 -4.45
H -3.43 2.55 -1.78
H -2.01 3.36 -2.43
H -2.00 2.80 -0.76
H 0.73 3.51 -0.39
H 0.10 3.71 -2.02
H 1.73 4.26 -1.63
H 3.57 2.01 -0.13
H 3.95 2.78 -1.66
H 4.13 1.04 -1.52
H 1.16 2.05 -4.35
H 2.18 0.64 -4.08
H 2.88 2.26 -4.04
H -0.84 -3.16 -0.15
H -0.85 -4.20 -1.57
H -1.94 -2.81 -1.48
H 2.22 -3.02 -0.50
H 2.91 -2.51 -2.05
H 2.01 -4.02 -1.92
H -0.71 -1.93 -4.26
H 0.58 -3.13 -4.26
H 0.98 -1.41 -4.35
*
```

5.
# C27H39IrN4O3PS3Si

A structure of composition C27H39IrN4O3PS3Si in a non-equilibrium geometry (ωB97M-V/def2-TZVPD, the OMol25 dataset).

ΔE to the lowest compared entry with this formula, charge and spin (kcal per mole): 0.0
Total energy (eV): -93247.2195
HOMO (eV): -10.614
LUMO energy (eV): -3.64

The geometry in ORCA input format:
```
! RIJCOSX wB97M-V def2-TZVPD def2/J DEFGRID3
* xyz 1 1
Ir -0.13 -1.23 0.18
C -2.20 -6.94 3.70
Si -1.97 -6.00 2.11
C -0.92 -6.99 0.93
C -3.62 -5.56 1.37
C -1.03 -4.41 2.54
C -0.57 -4.15 3.82
C 0.14 -2.99 4.14
C 0.40 -2.07 3.15
N -0.03 -2.31 1.90
C -0.71 -3.43 1.59
S -1.06 -3.38 -0.12
H -2.75 -7.86 3.51
H -2.77 -6.37 4.44
H -1.24 -7.22 4.15
H -1.41 -7.93 0.68
H 0.05 -7.22 1.38
H -0.75 -6.45 0.00
H -4.20 -6.47 1.21
H -3.52 -5.06 0.42
H -4.19 -4.92 2.05
H -0.77 -4.86 4.61
H 0.49 -2.80 5.15
H 0.94 -1.15 3.33
C -3.76 0.27 1.17
C -3.38 1.71 1.42
C -2.90 1.98 2.83
O -2.39 2.19 0.44
P -1.05 1.60 -0.09
S -1.29 0.07 -1.39
S 0.16 0.85 1.34
O -0.42 2.75 -0.92
C 0.01 4.12 -0.59
C -1.18 4.98 -0.24
C 1.09 4.11 0.46
H -4.59 0.02 1.83
H -2.94 -0.41 1.39
H -4.08 0.11 0.14
H -4.23 2.36 1.19
H -2.08 1.32 3.11
H -3.74 1.81 3.51
H -2.58 3.02 2.94
H 0.43 4.45 -1.54
H -1.59 4.72 0.74
H -1.97 4.89 -0.98
H -0.86 6.02 -0.20
H 0.70 3.85 1.45
H 1.52 5.11 0.52
H 1.89 3.41 0.20
C 0.16 6.30 -4.66
C 0.89 5.10 -4.12
C 2.09 5.25 -3.43
C 2.77 4.16 -2.91
C 2.25 2.88 -3.08
N 2.88 1.70 -2.62
C 4.11 1.60 -2.03
O 4.87 2.51 -1.81
N 4.50 0.28 -1.71
C 3.74 -0.78 -1.24
C 4.33 -2.04 -1.10
C 3.58 -3.09 -0.63
C 2.24 -2.89 -0.28
N 1.70 -1.67 -0.40
C 2.42 -0.63 -0.85
C 1.05 2.72 -3.77
C 0.39 3.82 -4.28
H 0.85 7.08 -4.97
H -0.51 6.73 -3.91
H -0.45 6.03 -5.53
H 2.51 6.24 -3.30
H 3.71 4.30 -2.39
H 2.46 0.84 -2.93
H 5.50 0.22 -1.58
H 5.37 -2.18 -1.37
H 4.01 -4.07 -0.52
H 1.60 -3.68 0.06
H 1.92 0.32 -0.88
H 0.64 1.73 -3.91
H -0.54 3.67 -4.82
*
```

6.
# C27H39N6NiSi4Te

A structure of composition C27H39N6NiSi4Te in a non-equilibrium geometry (ωB97M-V/def2-TZVPD, the OMol25 dataset).

Total energy (eV): -117417.1712
<S²>: 2.02
HOMO (spin up / spin down) (eV): -10.353 / -10.583
LUMO energy (spin up / spin down) (eV): -3.96 / -4.66

The geometry in ORCA input format:
```
! RIJCOSX wB97M-V def2-TZVPD def2/J DEFGRID3
* xyz 1 3
Ni 0.00 -0.33 -0.09
C 4.35 -0.32 -0.03
C 3.04 -0.75 0.02
N 2.02 0.10 0.01
C 2.32 1.43 -0.08
C 3.65 1.83 -0.11
N 4.65 0.97 -0.08
C 1.15 2.31 -0.09
C 1.19 3.69 0.04
C -0.01 4.43 0.04
C -1.20 3.69 0.04
C -1.17 2.31 -0.09
N -0.01 1.65 -0.23
C -2.33 1.42 -0.08
C -3.66 1.82 -0.11
N -4.66 0.97 -0.08
C -4.36 -0.32 -0.03
C -3.05 -0.76 0.02
N -2.03 0.10 0.02
C -0.01 5.90 0.04
C -1.19 6.64 0.02
C -1.13 8.02 0.00
N 0.00 8.71 0.00
C 1.12 8.02 0.00
C 1.18 6.64 0.02
H 5.18 -1.01 0.00
H 2.79 -1.80 0.11
H 3.93 2.88 -0.13
H 2.14 4.19 0.14
H -2.15 4.18 0.15
H -3.94 2.87 -0.13
H -5.19 -1.01 0.00
H -2.80 -1.81 0.11
H -2.16 6.16 0.01
H -2.04 8.61 -0.01
H 2.03 8.61 -0.01
H 2.15 6.16 0.01
C -1.90 -7.60 1.47
Si -1.90 -5.71 1.32
C -3.50 -5.15 0.45
C -1.84 -4.90 3.05
Si 0.00 -4.99 -0.04
Te 0.04 -2.57 0.77
Si -0.19 -5.63 -2.37
C -0.35 -7.54 -2.47
C 1.37 -5.09 -3.33
C -1.72 -4.82 -3.16
Si 2.08 -5.72 0.99
C 2.23 -7.61 0.87
C 2.15 -5.15 2.81
C 3.55 -4.93 0.06
H -2.76 -7.94 2.03
H -1.02 -7.97 2.00
H -1.92 -8.09 0.51
H -4.37 -5.35 1.06
H -3.65 -5.67 -0.49
H -3.50 -4.08 0.23
H -2.73 -5.13 3.63
H -1.78 -3.82 2.97
H -0.99 -5.24 3.62
H 0.49 -8.05 -2.02
H -0.41 -7.87 -3.51
H -1.25 -7.90 -1.98
H 2.25 -5.63 -3.00
H 1.57 -4.03 -3.20
H 1.27 -5.27 -4.40
H -2.64 -5.17 -2.70
H -1.79 -5.03 -4.22
H -1.69 -3.74 -3.05
H 1.41 -8.12 1.37
H 3.15 -7.95 1.33
H 2.24 -7.94 -0.16
H 1.43 -5.68 3.42
H 1.93 -4.09 2.90
H 3.13 -5.32 3.25
H 3.59 -5.25 -0.97
H 4.50 -5.21 0.52
H 3.50 -3.85 0.07
*
```